Record 1
Formula: C11H17N3O
Source: OMol25
Level of theory: ωB97M-V/def2-TZVPD

Each atom is followed by the atoms it is bonded to, with distances in Å.
Cartesian coordinates (Å):
1 C -0.45780 -2.48005 1.33948  C4 1.361, C5 1.450, N13 1.386
2 C -0.88023 0.15459 -0.57997  C10 1.467, N12 1.254
3 C 0.67094 -0.79196 2.61618  C11 1.483, N13 1.374, N14 1.347
4 C -0.16223 -3.50935 0.49891  C1 1.361, H16 1.077, H17 1.084
5 C -1.53569 -1.51366 1.25193  C1 1.450, C10 1.592, H18 1.152, H19 1.174
6 C -1.01578 2.39332 -1.51548  C8 1.556, N12 1.455, H20 1.163, H21 1.075
7 C -0.24972 0.54873 -2.84399  C9 1.570, N12 1.470, H22 1.072, H23 1.161
8 C 0.35845 3.01926 -1.89103  C6 1.556, O15 1.407, H24 1.190, H25 1.094
9 C 0.97113 1.36691 -3.39532  C7 1.570, O15 1.383, H26 1.047, H27 1.044
10 C -0.95025 -0.08431 0.86615  C2 1.467, C5 1.592, N14 1.574, H28 1.084
11 C 1.68471 -0.58440 3.67837  C3 1.483, H29 1.148, H30 1.046, H31 1.114
12 N -0.79315 0.95601 -1.54023  C2 1.254, C6 1.455, C7 1.470
13 N 0.53832 -2.10225 2.22563  C1 1.386, C3 1.374, H32 1.026
14 N 0.07253 0.25408 2.01375  C3 1.347, C10 1.574
15 O 0.77714 2.72213 -3.20051  C8 1.407, C9 1.383
16 H 0.72978 -4.11334 0.51505  C4 1.077
17 H -0.93746 -3.67520 -0.24018  C4 1.084
18 H -2.46503 -1.81762 0.64221  C5 1.152
19 H -1.98989 -1.28211 2.30928  C5 1.174
20 H -1.20783 2.75594 -0.42709  C6 1.163
21 H -1.76669 2.64312 -2.24343  C6 1.075
22 H -1.10323 0.51983 -3.49227  C7 1.072
23 H 0.22999 -0.50803 -2.79697  C7 1.161
24 H 0.15261 4.19080 -1.92842  C8 1.190
25 H 1.16011 2.66278 -1.23769  C8 1.094
26 H 1.83286 1.07038 -2.87974  C9 1.047
27 H 1.14152 1.23804 -4.41763  C9 1.044
28 H -1.86542 0.45065 1.09429  C10 1.084
29 H 1.44486 -1.45209 4.39143  C11 1.148
30 H 1.69936 0.30384 4.23018  C11 1.046
31 H 2.60157 -0.99543 3.19641  C11 1.114
32 H 1.00404 -2.95812 2.54825  N13 1.026

Calculated values
- Largest force on an atom: 4.4 eV/A
- Net charge: +2
- HOMO-LUMO gap (alpha / beta): 7.66 / 5.53 eV
- HOMO level (alpha / beta): -16.54 / -16.51 eV
- Lowest unoccupied orbital energy (alpha / beta): -8.9 / -11.0 eV

Record 2
Formula: C3H16NO4
Source: OMol25
Level of theory: ωB97M-V/def2-TZVPD

Each atom is followed by the atoms it is bonded to, with distances in Å.
Cartesian coordinates (Å):
1 C -1.03418 -0.34095 -0.00571  C2 1.547, N5 1.448, H6 1.095, H7 1.074
2 C -0.41526 -0.09369 -1.40199  C1 1.547, C3 1.578, H8 1.137, H9 1.190
3 C -1.30812 -0.72119 -2.54242  C2 1.578, O4 1.481, H10 1.115, H11 1.173
4 O -2.32366 -1.41300 -1.71526  C3 1.481, H12 0.997
5 N -0.34128 0.25857 1.11592  C1 1.448, H13 1.014, H14 1.096, H15 1.162
6 H -1.04931 -1.41466 0.21106  C1 1.095
7 H -2.03229 0.05283 -0.06022  C1 1.074
8 H -0.30178 1.02105 -1.59413  C2 1.137
9 H 0.69850 -0.51035 -1.35329  C2 1.190
10 H -1.90894 -0.19192 -3.31855  C3 1.115
11 H -0.60253 -1.49779 -3.06669  C3 1.173
12 H -2.75989 -2.06317 -2.33233  O4 0.997
13 H -1.00373 0.69410 1.74871  N5 1.014
14 H 0.36080 1.02013 0.75730  N5 1.096
15 H 0.33982 -0.39795 1.79144  N5 1.162
16 H 2.72288 1.08481 2.71021  O18 0.966
17 H 2.60535 1.74735 1.29056  O18 0.909
18 O 2.16491 1.31204 1.95572  H16 0.966, H17 0.909
19 H 2.48052 3.14754 0.07179  O21 1.005
20 H 1.44922 3.16341 -1.24249  O21 1.064
21 O 1.60773 2.77841 -0.26384  H19 1.005, H20 1.064
22 H 0.44130 -2.13508 3.11876  O24 0.982
23 H 0.06178 -3.22655 1.93360  O24 0.991
24 O 0.14817 -2.27392 2.19185  H22 0.982, H23 0.991

Calculated values
- Multiplicity: 2
- Expectation value of S²: 0.75
- Largest force on an atom: 4.7 eV/A
- Net charge: +2
- HOMO-LUMO gap (alpha / beta): 11.19 / 4.46 eV
- ΔE to the lowest compared entry with this formula, charge and spin: 48.4 kcal per mole
- HOMO level (alpha / beta): -18.07 / -18.07 eV
- Lowest unoccupied orbital energy (alpha / beta): -6.9 / -13.6 eV

Record 3
Formula: C14H25F6NO5SSi
Source: OMol25
Level of theory: ωB97M-V/def2-TZVPD

Each atom is followed by the atoms it is bonded to, with distances in Å.
Cartesian coordinates (Å):
1 C 3.93152 2.56364 2.48964  C2 1.517, H11 1.079, H12 1.076, H13 1.073
2 C 2.68460 2.77197 1.65151  C1 1.517, S3 1.803, H14 1.076, H15 1.085
3 S 1.90329 1.17904 1.33187  C2 1.803, C4 1.828
4 C 0.18757 1.55319 0.82235  S3 1.828, Si5 1.890, H16 1.082, H17 1.080
5 Si -0.91546 2.25591 2.18695  C4 1.890, N6 1.775, H18 1.471, H19 1.482
6 N -1.03058 4.02540 2.25488  Si5 1.775, C7 1.477, C8 1.407
7 C -0.46112 4.63092 3.47620  N6 1.477, H20 1.076, H21 1.075, H22 1.087
8 C -0.64951 4.67469 1.06654  N6 1.407, C9 1.502, O10 1.168
9 C 0.63785 5.43449 0.92227  C8 1.502, H23 1.075, H24 1.079, H25 1.075
10 O -1.36598 4.64065 0.14413  C8 1.168
11 H 3.63484 2.23967 3.47549  C1 1.079
12 H 4.53665 1.80701 2.02182  C1 1.076
13 H 4.48213 3.48028 2.57965  C1 1.073
14 H 2.89714 3.32127 0.75125  C2 1.076
15 H 1.99089 3.37866 2.22348  C2 1.085
16 H 0.15546 2.10809 -0.10596  C4 1.082
17 H -0.20912 0.57478 0.59495  C4 1.080
18 H -0.50529 1.64476 3.46031  Si5 1.471
19 H -2.28341 1.76528 1.89746  Si5 1.482
20 H -0.91067 4.15035 4.32789  C7 1.076
21 H -0.73202 5.66933 3.53173  C7 1.075
22 H 0.61299 4.51103 3.59227  C7 1.087
23 H 0.39773 6.38845 0.48776  C9 1.075
24 H 1.18448 5.60651 1.83661  C9 1.079
25 H 1.27249 4.92140 0.22242  C9 1.075
26 C -3.39508 0.97428 -2.14960  C27 1.514, H35 1.091, H36 1.089, H37 1.089
27 C -2.43530 -0.18591 -2.30294  C26 1.514, O28 1.441, H38 1.088, H39 1.089
28 O -2.79639 -1.27816 -1.43444  C27 1.441, C29 1.327
29 C -3.77615 -2.06710 -1.85798  O28 1.327, O30 1.194, C31 1.536
30 O -4.38035 -1.96849 -2.88355  C29 1.194
31 C -4.00158 -3.19183 -0.83620  C29 1.536, F32 1.343, F33 1.351, F34 1.332
32 F -4.04502 -2.71961 0.42031  C31 1.343
33 F -2.99328 -4.08854 -0.90240  C31 1.351
34 F -5.14451 -3.83659 -1.06664  C31 1.332
35 H -3.45424 1.28336 -1.10528  C26 1.091
36 H -3.06747 1.82257 -2.74906  C26 1.089
37 H -4.40075 0.69903 -2.46537  C26 1.089
38 H -1.43509 0.12053 -2.00253  C27 1.088
39 H -2.37855 -0.52608 -3.33617  C27 1.089
40 C -0.01983 -5.20222 -0.76929  C41 1.513, H49 1.091, H50 1.086, H51 1.090
41 C 0.69812 -4.23881 -1.68857  C40 1.513, O42 1.440, H52 1.088, H53 1.090
42 O 2.12821 -4.34471 -1.55253  C41 1.440, C43 1.327
43 C 2.70617 -5.34840 -2.19948  O42 1.327, O44 1.195, C45 1.537
44 O 2.16221 -6.16428 -2.88301  C43 1.195
45 C 4.22629 -5.29163 -1.98004  C43 1.537, F46 1.343, F47 1.346, F48 1.334
46 F 4.52488 -5.08741 -0.68618  C45 1.343
47 F 4.75907 -4.28400 -2.69534  C45 1.346
48 F 4.80334 -6.43004 -2.36769  C45 1.334
49 H 0.29977 -5.05507 0.26321  C40 1.091
50 H -1.09339 -5.05294 -0.82927  C40 1.086
51 H 0.19840 -6.23683 -1.03268  C40 1.090
52 H 0.45333 -3.21244 -1.42158  C41 1.088
53 H 0.41071 -4.38543 -2.72923  C41 1.090

Calculated values
- Largest force on an atom: 4.1 eV/A
- HOMO-LUMO gap: 9.15 eV
- ΔE to the lowest compared entry with this formula, charge and spin: 13.1 kcal per mole
- SMILES string: CCSC[SiH2]N(C)C(C)=O.CCOC(=O)C(F)(F)F.CCOC(=O)C(F)(F)F
- HOMO level: -8.72 eV
- Lowest unoccupied orbital energy: 0.4 eV

Record 4
Formula: C28H43BrF3IN3O6S
Source: OMol25
Level of theory: ωB97M-V/def2-TZVPD

Each atom is followed by the atoms it is bonded to, with distances in Å.
Cartesian coordinates (Å):
1 C 6.01604 4.44336 0.99925  C2 1.600, H44 1.121, H45 1.116, H46 1.119
2 C 5.31229 3.28044 1.84291  C1 1.600, C3 1.561, H47 1.117, H48 1.124
3 C 3.76243 3.45593 1.79037  C2 1.561, O4 1.199, O5 1.400
4 O 3.26915 4.30233 2.48102  C3 1.199
5 O 2.87366 2.68025 1.03555  C3 1.400, C6 1.447
6 C 3.53165 1.81646 0.07945  O5 1.447, C7 1.565, H49 1.128, H50 1.119
7 C 2.40756 1.18208 -0.80520  C6 1.565, N8 1.523, H51 1.125, H52 1.118
8 N 2.49290 -0.31442 -1.07671  C7 1.523, C9 1.469, C13 1.531, C39 1.511
9 C 3.73769 -0.56185 -1.81599  N8 1.469, F10 1.360, F11 1.374, F12 1.374
10 F 4.01170 0.34472 -2.79240  C9 1.360
11 F 4.85735 -0.59153 -1.01934  C9 1.374
12 F 3.77347 -1.76243 -2.48241  C9 1.374
13 C 1.31184 -0.51663 -2.03016  N8 1.531, C14 1.591, H53 1.125, H54 1.112
14 C -0.09928 -0.61490 -1.30094  C13 1.591, C15 1.579, N26 1.481, H55 1.141
15 C -1.12615 -0.93241 -2.45746  C14 1.579, C16 1.610, H56 1.114, H57 1.128
16 C -1.36747 0.32155 -3.43762  C15 1.610, C17 1.560, H58 1.116, H59 1.125
17 C -2.76838 0.99309 -3.30147  C16 1.560, O18 1.212, N19 1.457
18 O -2.85993 2.12754 -3.71731  C17 1.212
19 N -3.96988 0.37348 -2.75791  C17 1.457, C20 1.459, H60 1.029
20 C -4.52686 1.14455 -1.65143  N19 1.459, C21 1.466, C25 1.472
21 C -5.93600 1.01406 -1.26828  C20 1.466, C22 1.460, H61 1.116
22 C -6.45056 1.76040 -0.12422  C21 1.460, C23 1.462, H62 1.110
23 C -5.63221 2.64708 0.70183  C22 1.462, C24 1.462, H63 1.115
24 C -4.23409 2.80101 0.30319  C23 1.462, C25 1.450, H64 1.119
25 C -3.71706 2.05972 -0.83071  C20 1.472, C24 1.450, H65 1.121
26 N -0.10281 -1.56007 -0.16063  C14 1.481, C27 1.464, C34 1.475
27 C -1.44052 -1.86428 0.35017  N26 1.464, C28 1.584, H66 1.127, H67 1.124
28 C -2.36603 -0.62920 0.70654  C27 1.584, C29 1.591, H68 1.120, H69 1.117
29 C -3.51539 -1.07464 1.71235  C28 1.591, S30 1.838, H70 1.129, H71 1.124
30 S -4.63104 -2.22701 0.81471  C29 1.838, O31 1.462, O32 1.462, O33 1.652
31 O -4.02190 -3.55542 0.77381  S30 1.462
32 O -4.90938 -1.80582 -0.55702  S30 1.462
33 O -6.08130 -2.33975 1.59725  S30 1.652, H72 0.982
34 C 0.84415 -0.97734 0.80788  N26 1.475, C35 1.565, C39 1.597, H73 1.139
35 C 0.80352 -1.44527 2.30123  C34 1.565, C36 1.611, H74 1.112, H75 1.114
36 C 1.40650 -0.21720 3.15220  C35 1.611, C37 1.591, Br38 1.966, H76 1.126
37 C 0.21727 0.70167 3.67510  C36 1.591, H77 1.126, H78 1.117, H79 1.130
38 Br 2.45482 -0.89260 4.67151  C36 1.966
39 C 2.29736 -1.14766 0.16817  N8 1.511, C34 1.597, C40 1.565, H80 1.134
40 C 2.87579 -2.60100 0.22081  C39 1.565, C41 1.563, H81 1.132, H82 1.130
41 C 2.14216 -3.87893 -0.30180  C40 1.563, C42 1.558, I43 2.201, H83 1.130
42 C 1.52503 -3.92701 -1.73144  C41 1.558, H84 1.131, H85 1.129, H86 1.115
43 I 0.65086 -4.78167 1.04136  C41 2.201
44 H 6.32676 5.24446 1.71929  C1 1.121
45 H 5.34735 4.89625 0.22850  C1 1.116
46 H 6.95153 3.99982 0.57410  C1 1.119
47 H 5.68768 2.25877 1.59406  C2 1.117
48 H 5.60640 3.46481 2.91192  C2 1.124
49 H 4.20646 2.47417 -0.54093  C6 1.128
50 H 4.16886 1.09978 0.65654  C6 1.119
51 H 2.41973 1.78396 -1.75587  C7 1.125
52 H 1.42802 1.48617 -0.35934  C7 1.118
53 H 1.21480 0.33940 -2.75346  C13 1.125
54 H 1.39724 -1.41207 -2.68392  C13 1.112
55 H -0.35791 0.45439 -0.99647  C14 1.141
56 H -2.14466 -1.23969 -2.12617  C15 1.114
57 H -0.68385 -1.75973 -3.08372  C15 1.128
58 H -0.61873 1.13851 -3.30551  C16 1.116
59 H -1.28604 -0.10700 -4.47472  C16 1.125
60 H -4.67737 0.44248 -3.50241  N19 1.029
61 H -6.55693 0.32741 -1.89134  C21 1.116
62 H -7.51790 1.59608 0.13443  C22 1.110
63 H -6.06058 3.17358 1.58627  C23 1.115
64 H -3.58134 3.47178 0.91580  C24 1.119
65 H -2.62986 2.20099 -1.06634  C25 1.121
66 H -2.00697 -2.46493 -0.41769  C27 1.127
67 H -1.43858 -2.54016 1.24867  C27 1.124
68 H -2.89957 -0.34806 -0.23738  C28 1.120
69 H -1.79186 0.25273 1.08197  C28 1.117
70 H -4.09104 -0.14769 2.00057  C29 1.129
71 H -3.10668 -1.54305 2.64822  C29 1.124
72 H -6.71068 -2.44772 0.85158  O33 0.982
73 H 0.54754 0.11798 0.91099  C34 1.139
74 H 1.44099 -2.31697 2.56524  C35 1.112
75 H -0.20819 -1.61491 2.73471  C35 1.114
76 H 2.02676 0.46437 2.50433  C36 1.126
77 H 0.67493 1.63850 4.09956  C37 1.126
78 H -0.40190 0.15887 4.42919  C37 1.117
79 H -0.38428 1.05777 2.78710  C37 1.130
80 H 2.91973 -0.61620 0.95332  C39 1.134
81 H 3.05512 -2.80845 1.31936  C40 1.132
82 H 3.92766 -2.68475 -0.18458  C40 1.130
83 H 2.92870 -4.68963 -0.30708  C41 1.130
84 H 2.26369 -3.77125 -2.57316  C42 1.131
85 H 1.15901 -4.98337 -1.88838  C42 1.129
86 H 0.63700 -3.27805 -1.91344  C42 1.115

Calculated values
- Largest force on an atom: 5.0 eV/A
- Net charge: +1
- HOMO-LUMO gap: 8.29 eV
- SMILES string: CCC(=O)OCC[N@+]1(C(F)(F)F)C[C@@H](CCC(=O)Nc2ccccc2)N(CCCS(=O)(=O)O)[C@@H](C[C@@H](C)Br)[C@H]1C[C@H](C)I
- HOMO level: -10.63 eV
- Lowest unoccupied orbital energy: -2.3 eV